P | {"formula": "C4H10O2S2", "method": "the ωB97M-V functional and the def2-TZVPD basis", "species": ["C", "C", "C", "C", "O", "O", "S", "S", "H", "H", "H", "H", "H", "H", "H", "H", "H", "H"], "positions_angstrom": [[-1.02, -0.14, -1.84], [0.60, 1.03, -0.54], [0.82, -1.50, -0.66], [-0.11, -0.25, -0.61], [-0.45, -0.21, 2.10], [0.60, 0.58, 4.42], [-0.56, 0.68, 3.55], [-1.51, -0.29, 0.75], [-1.53, -1.10, -2.01], [-1.61, 0.71, -1.64], [-0.34, -0.12, -2.68], [1.67, 0.93, -0.54], [0.31, 1.60, 0.33], [0.37, 1.66, -1.43], [1.64, -1.64, 0.06], [0.27, -2.58, -0.57], [1.32, -1.53, -1.62], [-0.47, 2.16, 2.93]], "mulliken_charge": [-1.979, -1.261, -1.427, 1.355, -0.292, -0.452, 0.432, 0.056, 0.427, 0.608, 0.446, 0.366, 0.223, 0.328, 0.375, 0.261, 0.434, 0.097], "homo_ha": -0.33397, "mol_weight_g_mol": 154.26, "homo_lumo_gap_ev": 9.372, "lumo_ev": 0.28}

***

Q | {"formula": "C4H10O2S2", "method": "the ωB97M-V functional and the def2-TZVPD basis", "species": ["C", "C", "O", "C", "S", "S", "C", "H", "H", "H", "H", "H", "H", "H", "H", "H", "H", "O"], "positions_angstrom": [[2.42, 0.09, -0.48], [2.02, 1.42, 0.08], [2.01, 2.46, -0.56], [2.58, -1.22, 0.24], [1.08, -1.84, 1.17], [-2.59, 1.10, -0.59], [-0.99, 0.64, -0.15], [2.84, 0.24, -1.47], [3.16, 0.84, 0.21], [1.47, 1.20, 1.01], [3.45, -1.26, 0.88], [2.71, -2.01, -0.51], [-0.82, -0.37, -0.60], [-0.69, 0.51, 0.88], [-0.34, 1.30, -0.75], [-3.25, -0.84, 0.05], [-4.59, -0.65, -0.44], [-3.97, -1.38, -0.34]], "mulliken_charge": [-0.198, -0.075, -0.603, -0.723, -0.177, -0.120, -0.772, 0.421, 0.091, 0.419, 0.393, 0.316, 0.291, 0.420, 0.251, 0.329, 0.320, -0.584], "homo_ha": -0.30209, "mol_weight_g_mol": 154.26, "homo_lumo_gap_ev": 3.459, "lumo_ev": -4.76}

***

Which structure wins on stability? P wins.

***

P | {"formula": "C4H13N4O", "method": "the ωB97M-V functional and the def2-TZVPD basis", "species": ["C", "C", "N", "N", "N", "H", "H", "H", "H", "H", "H", "H", "H", "C", "C", "O", "N", "H", "H", "H", "H", "H"], "positions_angstrom": [[-1.55, 2.42, -0.64], [-0.53, 1.63, 1.50], [0.62, 1.28, 0.76], [-1.59, 2.25, 0.82], [-0.58, 1.27, 2.90], [0.88, 1.73, -0.10], [1.37, 0.73, 1.19], [-2.48, 2.47, 1.25], [-1.31, 1.72, 3.47], [-0.32, 0.42, 3.23], [-0.62, 2.74, -1.05], [-2.19, 3.32, -0.86], [-2.05, 1.69, -1.15], [1.04, -3.69, -1.21], [1.21, -2.38, -1.87], [1.37, -2.02, -3.02], [1.42, -1.34, -0.83], [1.34, -0.37, -1.04], [1.09, -1.47, 0.13], [0.16, -3.89, -0.70], [1.87, -4.16, -0.64], [0.86, -4.33, -2.15]], "mulliken_charge": [-0.944, 0.554, -0.340, -0.108, -0.394, 0.215, 0.268, 0.247, 0.236, 0.219, 0.315, 0.337, 0.357, -1.059, 0.592, -0.530, -0.362, 0.212, 0.210, 0.377, 0.302, 0.297], "homo_ha": -0.46942, "mol_weight_g_mol": 133.18, "homo_lumo_gap_ev": 9.021, "lumo_ev": -3.75, "total_charge": 1}

***

Q | {"formula": "C4H13N4O", "method": "the ωB97M-V functional and the def2-TZVPD basis", "species": ["C", "C", "O", "N", "H", "H", "H", "H", "H", "C", "C", "N", "N", "N", "H", "H", "H", "H", "H", "H", "H", "H"], "positions_angstrom": [[0.83, 2.31, 0.36], [-0.62, 1.81, 0.61], [-1.35, 1.38, -0.24], [-0.86, 1.74, 1.95], [-1.89, 1.36, 2.21], [-0.25, 1.92, 2.77], [1.14, 2.22, -0.72], [1.53, 2.05, 1.11], [0.68, 3.39, 0.68], [1.03, -0.50, -1.81], [-0.45, -1.80, -0.32], [-0.09, -3.10, -0.60], [-0.36, -0.95, -1.38], [-0.79, -1.53, 0.90], [0.60, -3.33, -1.26], [-0.75, -3.81, -0.19], [-0.93, -0.08, -1.15], [-1.14, -0.55, 1.19], [-0.67, -2.02, 1.77], [1.06, 0.49, -2.28], [1.65, -1.09, -2.53], [1.62, 0.09, -1.09]], "mulliken_charge": [-1.260, 0.766, -0.696, -0.448, 0.341, 0.203, 0.241, 0.422, 0.418, -1.053, 0.499, -0.376, -0.296, -0.264, 0.217, 0.255, 0.471, 0.207, 0.240, 0.476, 0.306, 0.330], "homo_ha": -0.51231, "mol_weight_g_mol": 133.18, "homo_lumo_gap_ev": 10.692, "lumo_ev": -3.25, "total_charge": 1}

***

Which structure wins on stability? P wins.

***

P | {"formula": "C30H70N10O10", "method": "the ωB97M-V functional and the def2-TZVPD basis", "species": ["C", "O", "N", "C", "C", "H", "H", "H", "H", "H", "H", "H", "C", "O", "N", "C", "C", "H", "H", "H", "H", "H", "H", "H", "C", "O", "N", "C", "C", "H", "H", "H", "H", "H", "H", "H", "C", "O", "N", "C", "C", "H", "H", "H", "H", "H", "H", "H", "C", "O", "N", "C", "C", "H", "H", "H", "H", "H", "H", "H", "C", "O", "N", "C", "C", "H", "H", "H", "H", "H", "H", "H", "C", "O", "N", "C", "C", "H", "H", "H", "H", "H", "H", "H", "C", "O", "N", "C", "C", "H", "H", "H", "H", "H", "H", "H", "C", "O", "N", "C", "C", "H", "H", "H", "H", "H", "H", "H", "C", "O", "N", "C", "C", "H", "H", "H", "H", "H", "H", "H"], "positions_angstrom": [[-5.75, -17.38, 11.30], [-6.78, -17.75, 10.86], [-4.64, -18.12, 10.94], [-3.28, -17.82, 11.33], [-4.68, -19.12, 9.90], [-5.59, -16.57, 12.03], [-2.84, -18.79, 11.55], [-3.17, -17.17, 12.19], [-2.76, -17.64, 10.39], [-4.76, -20.12, 10.32], [-5.62, -19.22, 9.37], [-3.86, -19.00, 9.19], [6.08, -20.34, 16.85], [5.70, -21.47, 16.60], [5.66, -19.19, 16.40], [6.10, -17.85, 16.86], [4.56, -19.09, 15.32], [6.87, -20.18, 17.59], [7.00, -17.94, 17.47], [5.34, -17.33, 17.45], [6.06, -17.25, 15.95], [5.02, -18.74, 14.40], [3.96, -20.00, 15.30], [3.86, -18.26, 15.45], [0.08, -20.05, 11.04], [0.36, -19.97, 9.88], [1.08, -20.15, 11.95], [2.48, -20.05, 11.55], [0.84, -20.07, 13.39], [-0.93, -20.19, 11.45], [3.03, -20.90, 11.95], [2.89, -19.10, 11.90], [2.61, -19.86, 10.49], [0.77, -19.01, 13.63], [-0.11, -20.53, 13.68], [1.51, -20.71, 13.96], [-4.68, -23.20, 9.77], [-5.88, -23.43, 9.43], [-3.68, -23.99, 9.74], [-2.31, -23.55, 10.15], [-3.59, -25.27, 9.11], [-4.37, -22.25, 10.24], [-2.34, -22.62, 10.71], [-1.62, -23.56, 9.31], [-1.84, -24.25, 10.84], [-4.55, -25.48, 8.65], [-2.84, -25.22, 8.32], [-3.50, -26.14, 9.76], [-0.92, -21.30, 6.52], [-2.09, -21.38, 6.68], [-0.23, -21.95, 5.51], [1.21, -22.12, 5.46], [-1.07, -22.70, 4.56], [-0.24, -20.77, 7.21], [1.71, -21.83, 6.38], [1.74, -21.48, 4.76], [1.49, -23.16, 5.29], [-1.41, -23.53, 5.18], [-1.83, -21.95, 4.30], [-0.72, -23.04, 3.59], [4.45, -16.03, 9.09], [4.59, -17.24, 8.76], [3.83, -15.61, 10.20], [4.03, -14.36, 10.79], [3.45, -16.66, 11.16], [4.82, -15.20, 8.48], [4.44, -14.29, 11.79], [3.13, -13.74, 10.82], [4.59, -13.74, 10.09], [2.48, -16.43, 11.59], [3.38, -17.60, 10.61], [4.25, -16.85, 11.87], [3.38, -25.15, 8.63], [3.32, -26.30, 8.33], [2.27, -24.39, 8.63], [2.35, -22.99, 9.00], [0.99, -24.79, 8.00], [4.24, -24.63, 9.08], [3.04, -22.40, 8.41], [2.66, -22.75, 10.02], [1.44, -22.42, 8.85], [1.14, -24.83, 6.92], [0.78, -25.78, 8.42], [0.04, -24.30, 8.21], [3.71, -24.27, 16.62], [3.36, -25.06, 17.54], [2.87, -23.54, 15.84], [3.09, -23.07, 14.47], [1.50, -23.32, 16.30], [4.68, -24.34, 16.10], [4.02, -23.46, 14.06], [3.05, -21.98, 14.51], [2.28, -23.26, 13.76], [1.40, -22.25, 16.46], [0.69, -23.62, 15.64], [1.41, -23.69, 17.32], [5.27, -22.49, 10.59], [4.58, -23.19, 11.38], [6.19, -21.56, 10.95], [7.33, -21.11, 10.09], [6.19, -21.03, 12.29], [5.41, -22.72, 9.52], [8.00, -21.96, 10.21], [7.83, -20.23, 10.49], [7.14, -20.86, 9.05], [5.19, -21.22, 12.69], [7.00, -21.45, 12.89], [6.37, -19.96, 12.17], [1.55, -16.65, 16.55], [2.73, -16.27, 16.42], [0.61, -16.45, 15.58], [0.96, -15.79, 14.27], [-0.78, -16.92, 15.83], [1.11, -17.14, 17.43], [0.67, -14.74, 14.34], [0.63, -16.29, 13.36], [2.03, -15.61, 14.19], [-0.92, -18.00, 15.89], [-1.32, -16.50, 16.68], [-1.36, -16.58, 14.97]], "mulliken_spin": [0.081, -0.014, -0.168, 0.456, -0.008, -0.006, 0.074, -0.218, -0.008, 0.010, 0.007, 0.002, 0.056, -0.022, -0.088, 0.058, 0.006, 0.011, -0.006, 0.006, -0.006, -0.041, 0.061, -0.007, -0.673, 0.071, 0.447, -0.592, 0.138, 0.208, -0.086, 0.514, -0.115, 0.410, -0.509, -0.161, 0.011, -0.005, -0.057, 0.037, 0.005, 0.019, 0.005, 0.031, 0.015, 0.005, -0.004, -0.004, 0.037, -0.003, -0.009, 0.010, 0.000, -0.018, -0.001, -0.006, 0.003, 0.000, 0.001, 0.000, 0.229, -0.106, -0.466, 0.235, -0.028, 0.026, -0.066, -0.041, -0.003, 0.293, 0.053, 0.164, 0.005, -0.004, -0.007, 0.007, 0.013, 0.003, 0.008, 0.000, 0.020, 0.003, 0.001, -0.005, 0.001, -0.005, -0.053, 0.049, 0.073, 0.007, 0.011, -0.029, 0.015, 0.030, -0.008, -0.012, 0.012, -0.013, -0.069, 0.034, 0.061, 0.009, -0.003, -0.009, 0.000, 0.006, 0.002, -0.006, 0.443, -0.191, -1.142, 0.704, 0.783, 0.140, -0.199, -0.174, 0.403, -0.094, -0.064, -0.010], "multiplicity": 2, "s_squared": 0.751, "homo_ha": [-0.00012, -0.25419], "mol_weight_g_mol": 730.95, "homo_lumo_gap_ev": [1.940, 8.779], "lumo_ev": [1.94, 1.86], "total_charge": -1}

***

Q | {"formula": "C30H70N10O10", "method": "the ωB97M-V functional and the def2-TZVPD basis", "species": ["C", "O", "N", "C", "C", "H", "H", "H", "H", "H", "H", "H", "C", "O", "N", "C", "C", "H", "H", "H", "H", "H", "H", "H", "C", "O", "N", "C", "C", "H", "H", "H", "H", "H", "H", "H", "C", "O", "N", "C", "C", "H", "H", "H", "H", "H", "H", "H", "C", "O", "N", "C", "C", "H", "H", "H", "H", "H", "H", "H", "C", "O", "N", "C", "C", "H", "H", "H", "H", "H", "H", "H", "C", "O", "N", "C", "C", "H", "H", "H", "H", "H", "H", "H", "C", "O", "N", "C", "C", "H", "H", "H", "H", "H", "H", "H", "C", "O", "N", "C", "C", "H", "H", "H", "H", "H", "H", "H", "C", "O", "N", "C", "C", "H", "H", "H", "H", "H", "H", "H"], "positions_angstrom": [[2.05, 4.36, 1.34], [1.86, 3.69, 0.35], [2.05, 5.71, 1.32], [2.15, 6.56, 2.43], [1.97, 6.38, 0.02], [2.18, 3.94, 2.35], [3.01, 7.21, 2.27], [2.21, 6.10, 3.42], [1.34, 7.27, 2.57], [1.71, 5.67, -0.77], [1.12, 7.04, -0.15], [2.85, 7.00, -0.16], [0.16, 0.56, 0.59], [0.61, 0.39, 1.72], [-0.20, -0.46, -0.24], [-0.75, -0.33, -1.52], [0.01, -1.85, 0.27], [-0.02, 1.51, 0.08], [-0.44, -1.09, -2.25], [-0.52, 0.64, -1.97], [-1.84, -0.32, -1.42], [-0.85, -2.49, 0.48], [0.41, -2.41, -0.58], [0.73, -1.87, 1.09], [-1.21, -4.28, -2.44], [-0.33, -3.72, -2.99], [-1.14, -5.62, -2.07], [0.11, -6.34, -2.26], [-2.30, -6.36, -1.46], [-2.13, -3.73, -2.21], [0.77, -5.96, -3.04], [-0.08, -7.39, -2.48], [0.78, -6.33, -1.39], [-2.23, -6.55, -0.39], [-3.32, -6.00, -1.59], [-2.39, -7.29, -2.02], [-1.06, -0.09, 6.03], [-0.09, 0.67, 5.85], [-1.21, -1.23, 5.39], [-2.38, -1.95, 5.80], [-0.47, -1.54, 4.18], [-1.72, -0.08, 6.91], [-2.16, -2.97, 6.11], [-3.16, -1.89, 5.04], [-2.89, -1.62, 6.70], [-0.35, -2.60, 3.95], [-1.08, -1.10, 3.39], [0.46, -1.01, 3.97], [4.75, -4.37, 2.37], [5.28, -5.32, 3.02], [4.06, -3.34, 2.93], [3.45, -2.36, 2.10], [3.59, -3.34, 4.31], [4.97, -4.30, 1.29], [3.71, -2.27, 1.05], [3.79, -1.41, 2.51], [2.38, -2.47, 2.24], [2.51, -3.45, 4.43], [4.01, -4.04, 5.04], [3.92, -2.43, 4.80], [-5.08, 2.58, 1.06], [-5.27, 2.98, 2.19], [-3.73, 2.51, 0.61], [-3.46, 2.42, -0.90], [-2.60, 2.79, 1.51], [-5.82, 2.36, 0.27], [-4.41, 2.05, -1.28], [-2.81, 1.56, -1.07], [-2.94, 3.35, -1.12], [-1.98, 1.91, 1.30], [-2.14, 3.76, 1.34], [-2.82, 2.71, 2.58], [4.57, 3.93, 4.43], [5.48, 4.76, 4.34], [4.48, 2.90, 3.54], [3.58, 1.71, 3.70], [5.36, 2.79, 2.36], [3.79, 3.76, 5.19], [2.80, 1.74, 2.94], [3.10, 1.60, 4.67], [4.15, 0.78, 3.70], [6.03, 3.65, 2.38], [5.86, 1.82, 2.38], [4.67, 2.72, 1.52], [-1.87, 1.82, -4.48], [-2.94, 1.94, -3.90], [-0.70, 2.41, -4.18], [0.52, 2.07, -4.98], [-0.59, 3.38, -3.18], [-1.78, 1.06, -5.27], [0.35, 1.66, -5.97], [1.04, 1.27, -4.46], [1.18, 2.93, -5.14], [-1.50, 3.69, -2.66], [0.03, 2.95, -2.39], [-0.06, 4.30, -3.44], [-4.30, -1.11, -2.12], [-3.51, -2.03, -2.17], [-5.05, -0.82, -0.99], [-6.29, -0.23, -1.25], [-4.65, -1.38, 0.37], [-4.58, -0.47, -2.97], [-6.98, -1.07, -1.27], [-6.42, 0.29, -2.20], [-6.53, 0.44, -0.43], [-5.55, -1.94, 0.59], [-3.72, -1.95, 0.44], [-4.52, -0.57, 1.10], [0.70, -1.05, -7.16], [-0.42, -0.64, -7.14], [1.53, -1.46, -6.13], [2.82, -2.03, -6.46], [1.00, -1.91, -4.87], [1.31, -1.01, -8.08], [3.08, -1.86, -7.50], [2.71, -3.12, -6.47], [3.64, -1.82, -5.77], [0.29, -1.29, -4.33], [0.46, -2.86, -4.86], [1.84, -1.89, -4.17]], "mulliken_spin": [0.030, -0.026, -0.044, 0.011, 0.023, 0.020, -0.001, 0.006, -0.004, 0.014, -0.007, -0.002, -0.098, -0.064, -0.310, 0.044, 0.073, 0.101, 0.050, 0.046, 0.051, -0.114, 0.115, 0.064, 0.366, 0.067, -1.055, 0.362, 0.630, 0.136, 0.043, 0.022, -0.102, -0.204, 0.036, -0.012, 0.111, -0.041, -0.660, 0.315, 0.549, 0.029, -0.011, -0.036, 0.017, -0.199, 0.039, 0.251, 0.227, -0.095, -0.245, 0.020, 0.092, 0.040, -0.087, 0.106, 0.094, 0.023, -0.005, -0.002, 0.055, -0.055, -0.052, -0.015, -0.050, 0.021, 0.025, 0.038, -0.027, 0.094, 0.000, -0.009, 0.011, -0.007, -0.038, -0.007, 0.038, 0.007, 0.009, 0.012, 0.021, 0.004, -0.013, -0.005, -0.001, -0.012, -0.051, 0.023, 0.000, 0.016, 0.002, 0.021, 0.001, 0.037, 0.001, -0.016, -0.003, -0.073, -0.503, 0.092, 0.435, -0.003, -0.015, 0.034, 0.014, -0.094, 0.126, -0.046, 0.091, -0.040, -0.304, 0.099, 0.230, 0.018, 0.008, -0.021, 0.005, 0.079, 0.087, -0.091], "multiplicity": 2, "s_squared": 0.750, "homo_ha": [0.01660, -0.25377], "mol_weight_g_mol": 730.95, "homo_lumo_gap_ev": [1.601, 8.888], "lumo_ev": [2.05, 1.98], "total_charge": -1}

***

Which structure wins on stability? Q wins.